DFT (the ωB97M-V functional and the def2-TZVPD basis) results for a 10-piece molecular cluster, C3H26N2O9 overall in a non-equilibrium geometry.

XYZ file:
```
40
Properties=species:S:1:pos:R:3:forces:R:3:nbo_charge:R:1
H -2.81130 1.85142 1.55871 0.4 0.5 -0.3 0.363
N -2.03632 1.54333 0.96712 -1.0 -0.1 -0.8 -0.909
C -1.80753 2.34233 -0.06806 1.1 -1.2 3.7 0.318
N -0.83534 1.96559 -0.92165 -2.2 2.3 0.8 -0.558
C -0.10620 0.75685 -0.79296 0.5 -1.1 -1.9 -0.220
C 1.34281 0.90560 -1.42349 -1.9 -0.7 1.6 -0.622
H -2.16365 3.37865 0.15237 0.2 -0.6 -1.8 0.202
H -0.76173 2.57956 -1.69477 0.7 0.1 -0.9 0.402
H -0.64438 -0.02572 -1.39319 0.7 0.3 1.0 0.179
H -0.07437 0.46201 0.26156 0.1 0.2 -0.4 0.239
H 1.40280 0.30408 -2.31976 0.3 0.1 -0.2 0.226
H 1.86038 0.47181 -0.57702 1.1 -0.1 -0.5 0.197
H 1.60975 1.95042 -1.49256 0.2 0.0 -0.3 0.234
O 2.33982 2.59060 0.63440 0.2 0.6 -0.1 -0.983
H 1.81764 2.23090 1.35534 -0.4 -0.6 0.5 0.505
H 2.49182 3.49857 0.91102 0.2 0.0 -0.1 0.471
O 1.89251 -1.41693 1.70962 -0.4 -0.6 0.4 -0.971
H 1.27884 -2.18425 1.64205 0.4 0.8 -0.4 0.506
H 2.22273 -1.22740 0.82675 -0.2 -0.2 0.0 0.471
O -2.96278 -1.07708 -0.11697 -0.9 0.2 -1.1 -1.000
H -2.61222 -1.71908 0.49305 0.1 0.2 0.6 0.488
H -2.70906 -0.19315 0.20615 0.0 -0.4 0.0 0.489
O -1.48048 -1.15274 1.91155 0.0 1.0 0.7 -1.015
H -1.66820 -0.16710 1.71930 0.3 -1.5 0.5 0.506
H -1.68606 -1.35795 2.83978 0.1 0.4 -0.5 0.478
O 0.69205 1.13019 2.53577 1.7 -0.5 0.4 -1.012
H 1.07312 0.22006 2.74565 -1.4 1.4 -0.7 0.528
H -0.26188 1.20951 2.50569 -0.1 -0.7 0.0 0.491
O -0.18530 -3.45053 0.46995 -0.7 -0.3 0.0 -0.955
H -0.98396 -2.95648 0.19651 0.7 -0.1 0.2 0.486
H -0.54877 -4.25776 0.87639 0.3 0.4 -0.2 0.473
O 0.24843 -2.14814 -2.98200 1.3 -2.2 -0.3 -0.925
H 0.70650 -2.94093 -2.60765 -0.5 1.1 1.2 0.464
H 0.36751 -2.57002 -3.84777 -0.8 1.2 -0.9 0.464
O -2.73400 -0.55411 -2.75988 -1.2 0.0 -0.2 -0.959
H -3.27878 -0.83368 -1.99681 0.5 0.1 -0.4 0.496
H -1.87042 -0.46406 -2.37641 0.5 -0.2 0.1 0.453
O 4.60705 0.58480 0.51932 0.0 -0.4 -0.1 -0.926
H 3.85351 1.01742 0.12776 -0.5 1.2 0.1 0.478
H 4.41545 -0.29660 0.20516 0.6 -0.8 0.1 0.448
```
Positions in Å, forces in eV/Å.

- Relative energy (zero: lowest compared OMol25 entry of this formula, charge and spin): 145.7 kJ/mol
- SMILES: [H]/N=C/NCC.O.O.O.O.O.O.O.O.O
- Gap between HOMO and LUMO: 9.7 eV
- Total energy: -916.52094 hartree
- Largest force on an atom: 4.04 eV Å⁻¹
- Lowest unoccupied orbital energy: 0.206 eV

---

DFT (the ωB97M-V functional and the def2-TZVPD basis) results for C9H14N2 as an isolated structure in a non-equilibrium geometry.

XYZ file:
```
25
Properties=species:S:1:pos:R:3:forces:R:3:nbo_charge:R:1
C -0.50831 2.71700 1.33844 0.3 1.1 1.4 -0.631
C -1.11339 2.16237 0.07945 -2.2 2.1 -2.8 -0.462
C -0.96140 0.72318 -0.06432 1.6 -3.9 -1.7 0.163
C -2.01205 -1.45341 0.24628 2.6 1.5 -1.0 -0.062
C -0.73447 -2.07472 0.05549 -2.6 1.0 1.2 0.182
C -0.83086 -3.58244 -0.21083 0.0 0.4 -1.6 -0.665
C 0.28682 -0.04219 -0.22611 1.9 4.8 0.0 0.261
C 1.62878 0.74641 -0.56380 -0.2 4.2 -0.2 -0.471
C 2.92928 0.07088 -0.77509 -1.3 -5.7 2.5 -0.614
H 0.80343 2.95302 1.19862 -4.4 -0.6 0.9 0.217
H -0.82278 1.87558 2.16476 1.3 2.5 -1.4 0.222
H -1.22499 3.71230 1.48142 2.7 -2.3 0.3 0.236
H -2.38478 2.13074 0.27367 3.5 0.9 -1.1 0.257
H -0.64213 2.85016 -0.94040 -1.9 -2.1 2.9 0.224
H -2.94461 -2.03556 0.65923 1.7 1.6 -1.5 0.223
H 0.09297 -4.12599 0.17771 -1.7 0.2 -0.7 0.242
H -1.08370 -3.72768 -1.37387 1.7 0.4 2.1 0.236
H -1.87546 -3.90559 0.06332 1.4 0.0 0.9 0.232
H 1.75396 1.57043 0.26221 -0.2 -1.6 -1.3 0.208
H 1.75943 1.39258 -1.49745 -2.3 -0.3 0.7 0.225
H 2.68560 -0.75227 0.19921 2.5 1.7 -2.7 0.213
H 2.96200 -0.55294 -1.72665 -0.4 0.5 1.2 0.205
H 3.83025 0.65750 -0.83900 0.1 0.4 0.9 0.224
N -2.00862 -0.04664 -0.02321 -2.5 -1.8 2.8 -0.422
N 0.41503 -1.26272 0.04093 -1.5 -4.7 -1.7 -0.444
```
Positions in Å, forces in eV/Å.

- Relative energy (zero: lowest compared OMol25 entry of this formula, charge and spin): 620.9 kJ/mol
- Gap between HOMO and LUMO: 9.4 eV
- Total energy: -460.61600 hartree
- Largest force on an atom: 6.33 eV Å⁻¹
- Lowest unoccupied orbital energy: 0.646 eV

---

> Which value of largest force on an atom does entry 1 give?

4.04 eV Å⁻¹

---

> Among the records above, which one has the lowest lowest unoccupied orbital energy?

C3H26N2O9

---

> Which value of largest force on an atom does entry 1 give?

4.04 eV Å⁻¹